Density functional theory data (the ωB97M-V functional and the def2-TZVPD basis) for a structure of composition C3H9KNO4.

```
18
Properties=species:S:1:pos:R:3:forces:R:3
K -0.77319 -0.03501 -0.66742 -5.9 -0.9 -0.9
C -2.57029 -2.38754 -1.23365 3.0 -0.3 -0.1
O -1.28634 -2.12663 -0.72334 -2.4 -2.8 -0.9
H -3.27359 -2.88918 -0.56895 -0.5 0.3 0.6
H -2.98332 -1.51116 -1.73311 -1.0 1.0 0.1
H -2.51564 -3.05512 -2.09357 -0.1 -0.8 -0.6
C -0.41265 0.40097 2.05735 1.1 -1.8 -1.1
O -0.16915 -0.65308 1.22522 1.1 -0.4 3.5
H -0.73825 0.11909 3.05866 -0.2 0.1 0.6
H 0.52727 0.94924 2.12080 0.4 1.1 1.0
H -1.15569 1.08304 1.64409 -0.8 0.9 -0.1
C 2.38653 1.62019 0.08889 1.0 0.5 4.1
N 1.94855 1.26455 -1.16868 0.0 -0.5 -4.4
O 0.76294 1.03832 -1.30039 4.5 3.5 -2.0
O 2.77212 1.13035 -2.08897 -0.7 0.3 1.3
H 2.83489 2.60745 0.20022 0.3 -0.2 -0.8
H 3.07753 0.82684 0.37386 0.2 0.3 0.2
H 1.56827 1.61767 0.80899 -0.1 -0.3 -0.3
```
Forces are in eV/Å.

## Properties
Orbital gap = 4.490 eV
HOMO level = -2.259 eV
2S+1 = 1
Net charge = -1
E_tot = -29255.0883 eV
Energy relative to the best compared isomer or geometry (same formula, charge and spin) = 70.6 kcal/mol

Need the Löwdin charges? In units of e they are:
1 K 0.9511
2 C -0.4026
3 O -0.5712
4 H 0.0352
5 H 0.0162
6 H 0.0212
7 C -0.4183
8 O -0.5408
9 H 0.0469
10 H 0.0147
11 H 0.0292
12 C 0.0149
13 N -0.4048
14 O -0.1760
15 O 0.0652
16 H 0.1157
17 H 0.1305
18 H 0.0730